Entry 1:
Here is 8 unconnected molecules or ions with the total composition C23H67N11O8 at a distorted geometry from the Open Molecules 2025 dataset. Energies are from wB97M-V/def2-TZVPD.

Structure (XYZ):
```
109
C23H67N11O8 | the Open Molecules 2025 dataset | wB97M-V/def2-TZVPD
C -1.11286 0.44717 1.13353
O -0.25120 0.60856 0.06457
C 0.51480 -0.48776 -0.29480
C 1.25524 -1.10806 0.88694
C 2.32088 -0.20347 1.49765
N 1.85844 -2.35782 0.44240
H -1.85487 -0.32975 0.94931
H -1.85901 1.21231 1.34782
H -0.65207 0.23912 2.09918
H -0.10523 -1.19363 -0.84744
H 1.20658 -0.21410 -1.09144
H 0.62916 -1.40210 1.72935
H 3.06093 -0.67900 2.14130
H 1.86123 0.55421 2.13228
H 2.86969 0.36741 0.74865
H 2.77253 -2.05544 0.13728
H 1.40050 -2.66853 -0.40249
C -4.66831 -2.39770 2.27949
O -3.33794 -2.39594 2.71324
C -3.04680 -1.46703 3.65891
C -1.56354 -1.52094 4.25841
C -1.08452 -2.87377 4.68789
N -1.50453 -0.60175 5.44005
H -5.38591 -2.54706 3.08623
H -4.72342 -3.16793 1.51020
H -4.88150 -1.43985 1.80496
H -3.14626 -0.47472 3.21901
H -3.78089 -1.54522 4.46084
H -0.83070 -1.19613 3.51979
H -1.55660 -3.60884 4.03603
H -1.44758 -3.21048 5.65893
H -0.01464 -3.07690 4.64111
H -1.73863 0.34302 5.17041
H -0.63902 -0.36963 5.90599
C -3.62351 0.02235 -2.13022
O -4.97130 0.22425 -2.23877
C -5.57718 0.47069 -0.98399
C -4.91001 1.65848 -0.19833
C -5.56226 2.02665 1.11081
N -4.95719 2.78978 -1.13159
H -3.05463 0.92011 -1.88834
H -3.32711 -0.33679 -3.11575
H -3.40405 -0.68971 -1.33466
H -6.64558 0.67554 -1.05214
H -5.35567 -0.35297 -0.30531
H -3.91321 1.32894 0.09475
H -5.39899 1.16001 1.75142
H -6.60637 2.31021 0.97838
H -5.15238 2.89371 1.62877
H -4.62614 2.45310 -2.02443
H -5.88657 3.16650 -1.25174
C 4.57066 -1.61240 -1.70204
O 3.59917 -0.55919 -1.81310
C 3.14741 -0.28259 -3.13077
C 4.14549 0.29574 -4.11796
C 4.80323 1.55946 -3.60370
N 3.61859 0.54712 -5.46406
H 4.33855 -2.58307 -2.14025
H 4.62226 -1.72938 -0.61956
H 5.52636 -1.23854 -2.06942
H 2.56163 -1.09012 -3.56992
H 2.31677 0.42120 -3.07768
H 4.90175 -0.47111 -4.28558
H 4.13607 2.39274 -3.38318
H 5.64038 1.87289 -4.22744
H 5.21143 1.32410 -2.62080
H 4.16846 1.28873 -5.87365
H 3.42164 -0.27274 -6.02006
C 4.30748 4.01441 0.89775
O 3.66180 3.74451 -0.29836
C 2.24392 3.49690 -0.09629
C 1.57544 3.26162 -1.53319
C 1.66098 4.50718 -2.40774
N 0.15927 2.97399 -1.34605
H 4.31887 3.10275 1.49511
H 3.89336 4.79518 1.53571
H 5.32541 4.37935 0.76084
H 1.97168 2.69654 0.59177
H 1.80609 4.39296 0.34357
H 2.12060 2.52680 -2.12558
H 1.09912 4.34675 -3.32789
H 2.64761 4.83656 -2.73359
H 1.18183 5.36063 -1.92801
H 0.04751 2.14326 -0.78258
H -0.24813 2.66819 -2.21819
N 3.13634 -5.04292 -0.35955
C 4.37426 -5.23247 -0.80621
N 4.51598 -6.15104 -1.75956
O 5.31794 -4.58941 -0.43563
H 2.41012 -5.57370 -0.81887
H 3.03874 -4.25717 0.26748
H 5.42009 -6.41511 -2.12419
H 3.69392 -6.68624 -2.00014
N -1.29167 -3.47026 1.48098
C -1.41714 -3.97105 0.25153
N -2.60431 -4.24021 0.06218
O -0.48564 -4.13499 -0.49019
H -0.33396 -3.37734 1.78798
H -2.11768 -3.32303 2.04323
H -3.16082 -4.11462 0.89562
H -2.92428 -4.71811 -0.76808
N -0.75953 4.20540 1.39419
C -2.07189 4.19818 1.27795
N -2.38658 3.85539 0.04797
O -2.86571 4.58460 2.08455
H -0.14678 3.98252 0.62285
H -0.40233 4.40245 2.31814
H -3.34523 3.61400 -0.15897
H -1.68835 3.44578 -0.55600
```

Values from the calculation:
**Structure (SMILES)**: COC[C@H](C)N.COC[C@H](C)N.COC[C@H](C)N.COC[C@H](C)N.COC[C@H](C)N.NC(N)=O.NC(N)=O.NC(N)=O
**Total charge**: 0
**HOMO**: -9.0 eV
**Frontier orbital gap**: 9.35 eV
**Energy relative to the best compared isomer or geometry (same formula, charge and spin)**: 67.6 kcal/mol

Entry 2:
Here is 12 unconnected molecules or ions with the total composition C23H67N26O12 at a distorted geometry from the Open Molecules 2025 dataset. Energies are from wB97M-V/def2-TZVPD.

Structure (XYZ):
```
128
C23H67N26O12 | the Open Molecules 2025 dataset | wB97M-V/def2-TZVPD
C 3.88277 1.28276 1.08634
O 3.63587 2.72512 1.24395
C 3.43144 3.38136 -0.07120
C 1.84822 3.89839 -0.07211
C 1.47443 4.28231 -1.62352
C 1.25575 2.94467 -2.60178
C -0.36069 2.56920 -2.68945
C -0.68554 0.98369 -2.39306
C -2.00774 0.74237 -1.45442
N -2.86646 1.87078 -0.92728
N -3.92983 1.50650 -0.11648
C -4.85827 2.51259 0.52674
C -4.01438 3.85913 1.04717
C -3.30294 4.94662 0.02820
N -3.83551 4.11407 2.41183
C -3.85077 -0.00287 -0.05728
N -2.66773 -0.50562 -0.91103
H 3.28485 0.87379 0.15485
H 5.02522 1.10668 0.90060
H 3.58196 0.67698 2.05496
H 3.66216 2.69357 -0.99090
H 4.12172 4.32958 -0.13393
H 1.11944 3.12027 0.42834
H 1.85574 4.90771 0.56128
H 0.51353 4.96586 -1.59615
H 2.40384 4.88258 -2.06993
H 1.57197 3.28745 -3.67769
H 1.87513 2.05090 -2.16754
H -0.90563 3.31984 -1.95656
H -0.80782 2.80536 -3.76952
H -0.88807 0.45782 -3.43231
H 0.29495 0.52499 -1.90518
H -5.64409 2.86973 -0.29619
H -5.38468 2.03722 1.47152
H -3.48685 6.06741 0.31066
H -3.56817 4.68892 -1.10197
H -2.12271 4.78324 0.10387
H -3.24565 4.99609 2.47604
H -4.60375 -0.68610 0.55719
H -2.33611 -1.48896 -1.07000
C -6.87045 -2.88263 1.23829
O -6.46066 -1.84734 1.73911
N -8.17807 -3.12398 1.03420
N -6.05122 -3.87484 0.84586
H -8.53471 -3.97018 0.62335
H -8.82891 -2.40250 1.31564
H -5.05879 -3.73354 0.98171
H -6.36994 -4.73447 0.43159
C 3.39283 6.26386 2.89365
O 3.68009 6.42862 1.71853
N 3.49001 5.06977 3.50560
N 2.95323 7.26148 3.68177
H 3.25811 4.91441 4.47210
H 3.81709 4.29177 2.94786
H 2.86559 8.17688 3.26023
H 2.71177 7.14521 4.65148
C -1.65527 2.38970 -6.76796
O -1.24548 3.42499 -6.26713
N -2.96289 2.14835 -6.97205
N -0.83604 1.39749 -7.16039
H -3.31953 1.30215 -7.38290
H -3.61373 2.86983 -6.69060
H 0.15640 1.53878 -7.02454
H -1.15475 0.53786 -7.57466
C 3.00549 1.85128 5.85965
O 2.37860 2.85494 6.16005
N 3.13620 0.80004 6.68885
N 3.62184 1.70671 4.67270
H 3.64836 -0.03489 6.45944
H 2.68736 0.86803 7.59287
H 3.54821 2.47515 4.01892
H 4.14265 0.88789 4.40729
C -3.89451 -6.81539 0.39298
O -4.52140 -5.81172 0.69339
N -3.76380 -7.86663 1.22218
N -3.27816 -6.95996 -0.79396
H -3.25164 -8.70156 0.99277
H -4.21264 -7.79864 2.12621
H -3.35179 -6.19152 -1.44774
H -2.75735 -7.77878 -1.05938
C -2.04244 6.83186 -5.91407
O -1.83847 6.83734 -7.11779
N -1.99382 5.70997 -5.17328
N -2.33426 7.94707 -5.22069
H -2.15888 5.68542 -4.18121
H -1.77731 4.84806 -5.65657
H -2.38075 8.81364 -5.74053
H -2.50535 7.96244 -4.22940
C 7.11211 4.84618 -2.24739
O 6.26467 5.05751 -3.10048
N 7.02273 5.33407 -0.99690
N 8.21122 4.10671 -2.48143
H 7.71027 5.17101 -0.28083
H 6.21047 5.89626 -0.77890
H 8.31727 3.72054 -3.41039
H 8.91998 3.92171 -1.79179
C 3.74473 -2.45469 3.20106
O 4.15452 -1.41941 3.70188
N 2.43711 -2.69605 2.99696
N 4.56396 -3.44691 2.80863
H 2.08047 -3.54225 2.58612
H 1.78627 -1.97456 3.27841
H 5.55640 -3.30561 2.94448
H 4.24525 -4.30654 2.39436
C 5.33934 -3.74584 -1.43693
O 5.26446 -3.47027 -2.62395
N 4.64407 -3.08726 -0.49214
N 6.12392 -4.73254 -0.96736
H 4.69256 -3.29951 0.49003
H 4.04118 -2.33685 -0.80320
H 6.66440 -5.25340 -1.64554
H 6.19878 -4.97419 0.00637
C -4.31105 -5.68490 4.39792
O -4.50490 -6.74967 3.83289
N -3.10167 -5.31413 4.85582
N -5.28941 -4.78713 4.61343
H -2.92240 -4.44169 5.32353
H -2.33730 -5.96142 4.71399
H -6.21539 -5.02714 4.28432
H -5.14917 -3.90521 5.07681
C -1.79451 -11.22877 0.00452
O -2.42140 -10.22511 0.30492
N -1.66380 -12.28001 0.83371
N -1.17816 -11.37335 -1.18243
H -1.15164 -13.11495 0.60431
H -2.11264 -12.21203 1.73774
H -1.25179 -10.60490 -1.83621
H -0.65735 -12.19217 -1.44784
```

Values from the calculation:
**Total charge**: +1
**HOMO**: -10.5 eV
**Frontier orbital gap**: 6.99 eV

Entry 3:
Here is 9 unconnected molecules or ions with the total composition C23H68N4O11 at a distorted geometry from the Open Molecules 2025 dataset. Energies are from wB97M-V/def2-TZVPD.

Structure (XYZ):
```
106
C23H68N4O11 | the Open Molecules 2025 dataset | wB97M-V/def2-TZVPD
C 12.43032 23.46069 11.01446
O 12.14716 22.78784 9.80089
C 13.34316 22.21189 9.23272
C 13.76639 23.16942 8.13037
C 12.84681 23.15633 6.88395
N 15.11026 22.93454 7.63909
H 12.60650 22.81224 11.87882
H 11.58334 24.13531 11.13068
H 13.36847 24.01583 10.90742
H 14.11436 22.12309 10.00285
H 13.15242 21.20368 8.86165
H 13.65054 24.18331 8.53296
H 13.18935 23.86154 6.12181
H 11.76077 23.16341 6.92979
H 13.14611 22.24919 6.34399
H 15.47797 23.67696 7.06090
H 15.74074 22.83556 8.42669
C 16.92664 17.65698 16.56071
O 15.77157 18.14215 15.95836
C 15.96252 18.73268 14.67303
C 14.62683 19.30070 14.18623
C 14.73900 20.06262 12.85084
N 13.86480 20.10706 15.13602
H 16.75865 16.91752 17.34511
H 17.63360 18.39341 16.95701
H 17.58579 17.04610 15.92721
H 16.65581 19.56000 14.85983
H 16.31748 17.97650 13.97069
H 13.96593 18.47884 13.88817
H 15.24469 21.02176 12.98931
H 13.71707 20.28356 12.54129
H 15.22941 19.42876 12.11467
H 14.35360 20.99326 15.02380
H 13.92946 19.83696 16.10975
C 3.20251 16.48103 13.21124
O 4.11720 17.29172 12.47971
C 5.34895 16.63407 12.19964
C 6.02157 17.48508 11.12910
C 7.49635 17.08560 10.92362
N 6.13087 18.92011 11.59646
H 3.06006 15.50198 12.75216
H 2.25486 16.99430 13.36129
H 3.55669 16.30521 14.23264
H 5.92461 16.66432 13.12678
H 5.15872 15.73188 11.61027
H 5.48502 17.41927 10.18094
H 8.07136 17.16458 11.84585
H 7.92515 17.70827 10.13861
H 7.58643 16.07003 10.52735
H 5.31843 18.85438 12.20251
H 7.03340 18.97305 12.04595
C 14.13289 14.46736 9.59783
O 13.10243 15.27161 10.11791
C 12.41205 16.12020 9.18525
C 13.37369 17.23108 8.75170
C 13.87471 18.14900 9.81006
N 12.82164 18.10429 7.69745
H 14.95585 15.09202 9.24283
H 13.81214 13.89983 8.71681
H 14.45336 13.74426 10.34449
H 12.06204 15.47894 8.37548
H 11.60947 16.55244 9.78365
H 14.17425 16.68155 8.25202
H 14.75062 18.65184 9.38893
H 14.25022 17.60281 10.68432
H 13.21709 18.93614 10.17820
H 12.23232 18.82384 8.09888
H 13.61825 18.59151 7.30273
O 11.05767 17.23898 13.77038
C 11.81008 16.27464 14.51837
C 12.86260 15.69013 13.59526
O 12.43210 14.66624 12.74080
H 10.55325 17.80254 14.36788
H 12.32350 16.86190 15.28991
H 11.12730 15.63867 15.08542
H 13.65781 15.35995 14.27529
H 13.29296 16.53232 13.04620
H 12.67966 14.98720 11.85760
O 9.55629 23.42684 14.68526
C 9.55040 22.03706 14.42586
C 10.73853 21.35496 15.06768
O 11.15465 20.13329 14.45239
H 8.71859 23.78764 14.38401
H 8.59355 21.53956 14.62568
H 9.55361 21.87896 13.33979
H 10.71897 21.24847 16.15441
H 11.58310 22.03536 14.90662
H 12.12920 20.07163 14.51211
C 9.72020 20.27216 8.00142
O 9.89661 18.90618 8.27367
H 10.69129 20.77559 8.11429
H 9.49552 20.51708 6.96286
H 9.01174 20.75509 8.67583
H 9.79371 18.74207 9.21758
C 10.65451 19.81948 11.50607
O 10.76347 18.42863 11.30142
H 11.54653 20.17753 12.03922
H 10.58335 20.44532 10.61952
H 9.97702 19.93787 12.35557
H 10.86864 18.01446 12.17294
C 8.08727 23.02363 10.53527
O 9.08377 23.63165 9.72402
H 8.05968 21.94314 10.37352
H 7.98213 23.32731 11.57846
H 7.10556 23.27633 10.12435
H 9.92838 23.27077 10.02216
```

Values from the calculation:
**Structure (SMILES)**: COC[C@H](C)N.COC[C@H](C)N.COC[C@H](C)N.COC[C@H](C)N.OCCO.OCCO.CO.CO.CO
**Total charge**: 0
**HOMO**: -8.9 eV
**Frontier orbital gap**: 9.29 eV
**Energy relative to the best compared isomer or geometry (same formula, charge and spin)**: 173.4 kcal/mol

Entry 4:
Here is 10 unconnected molecules or ions with the total composition C23H68NO19 at a distorted geometry from the Open Molecules 2025 dataset. Energies are from wB97M-V/def2-TZVPD.

Structure (XYZ):
```
111
C23H68NO19 | the Open Molecules 2025 dataset | wB97M-V/def2-TZVPD
C 20.33300 21.79400 5.94200
N 20.89500 21.43300 4.71200
C 21.86200 20.25100 4.81500
C 19.87400 21.07600 3.52200
C 21.63300 22.64000 4.18900
C 22.81000 23.12300 5.13500
O 23.15300 24.53000 4.75800
H 20.97900 21.95500 6.63700
H 19.78900 21.13800 6.26200
H 19.67300 22.71400 5.94000
H 22.34900 20.16500 5.85800
H 22.67000 20.21900 4.25600
H 21.33900 19.26700 5.02000
H 20.29300 20.61400 2.58200
H 19.09500 21.89300 3.36400
H 19.21200 20.24500 3.98900
H 21.07500 23.57200 4.05300
H 21.97400 22.31500 3.15800
H 23.76600 22.55800 4.96100
H 22.68800 23.22200 6.21800
H 23.90600 24.63100 5.26800
C 19.64700 26.35900 2.56400
C 21.13600 26.51200 2.90000
O 21.30700 27.65700 3.83600
O 19.30300 25.15000 1.89200
H 19.26200 27.08900 1.99100
H 19.02200 26.30300 3.41000
H 21.87300 26.59800 2.11400
H 21.39500 25.65500 3.47300
H 22.16500 27.52700 4.16600
H 18.45400 25.24600 1.42700
C 25.82400 19.19900 7.03600
C 25.70000 20.61800 6.53500
O 24.58100 21.22400 7.11700
O 27.03400 18.96600 6.48000
H 24.97900 18.57600 6.87300
H 25.82400 19.43600 8.08900
H 25.53200 20.45800 5.33300
H 26.50300 21.32300 6.81900
H 24.87700 21.46300 8.10000
H 27.52300 18.17400 6.73800
C 19.50500 17.55400 2.91600
C 19.12800 17.31800 1.42000
O 18.85400 18.42100 0.67200
O 19.70700 16.38100 3.63500
H 18.73400 18.09400 3.39700
H 20.49200 18.14600 2.79500
H 18.29800 16.50600 1.51800
H 19.89600 16.73300 0.95000
H 19.02200 18.05000 -0.16400
H 19.79400 16.88100 4.44300
C 24.01600 17.37800 3.11700
C 23.33000 16.40800 4.06600
O 22.73800 17.22600 5.22400
O 24.61500 16.52000 2.20600
H 24.76100 18.00100 3.54500
H 23.29500 17.87700 2.69700
H 23.97100 15.64400 4.52600
H 22.43700 16.00600 3.57200
H 22.93700 16.64000 5.91500
H 24.31000 16.78000 1.25500
C 22.62600 19.40400 10.05700
C 21.62100 18.95600 9.12200
O 21.64000 17.56500 8.81200
O 22.73400 20.88600 10.08600
H 23.60200 19.03700 9.72900
H 22.53900 18.91900 10.84700
H 21.61600 19.49500 7.97000
H 20.67000 19.20100 9.56600
H 21.51100 17.03500 9.59600
H 22.78900 20.92400 9.04200
C 27.59700 24.29900 7.02200
C 27.14400 24.97700 5.68900
O 25.97400 24.39500 5.12400
O 28.59500 24.93100 7.68100
H 28.05200 23.37500 6.75700
H 26.74200 24.24400 7.66400
H 28.06300 24.88600 5.03100
H 26.62200 25.97900 6.07000
H 26.42400 23.70600 4.49800
H 28.15900 25.80900 7.88300
C 17.71400 19.71400 8.12600
C 16.17400 19.81200 8.03400
O 15.48400 18.62200 7.95300
O 18.28100 20.91100 8.60000
H 18.14300 19.44200 7.17400
H 17.99700 18.91200 8.99500
H 15.96600 20.55600 7.28100
H 15.56200 20.21600 8.86600
H 14.72300 18.75300 8.45300
H 18.05300 21.02500 9.59900
C 22.90600 20.45600 -1.50900
C 22.10700 20.34000 -0.29800
O 21.90100 21.64600 0.23700
O 23.14800 19.27400 -2.09900
H 23.72900 20.85200 -1.40300
H 22.36700 21.10000 -2.17700
H 22.61900 19.77900 0.56400
H 21.08100 20.03000 -0.52100
H 21.08600 22.05800 -0.09100
H 23.42200 19.15400 -2.99300
C 15.26700 19.73700 2.23400
C 16.04300 20.61200 1.31600
O 17.33200 20.66800 1.75000
O 13.94000 19.54000 1.82100
H 15.19900 20.21000 3.25100
H 15.80300 18.75400 2.22100
H 15.64000 21.71700 1.40000
H 15.96800 20.26000 0.37200
H 17.66500 19.93100 1.27900
H 13.35600 19.97300 2.39400
```

Values from the calculation:
**Total charge**: +1
**HOMO**: -11.8 eV
**Frontier orbital gap**: 10.06 eV
**Energy relative to the best compared isomer or geometry (same formula, charge and spin)**: 0.0 kcal/mol